{"formula": "C20H24N4O7PRuSTe", "method": "ωB97M-V/def2-TZVPD", "elements": ["Ru", "O", "S", "O", "N", "C", "C", "C", "C", "C", "C", "C", "C", "N", "C", "C", "C", "C", "C", "C", "C", "H", "H", "H", "H", "H", "H", "H", "H", "H", "H", "H", "N", "N", "C", "O", "O", "H", "H", "H", "C", "C", "O", "P", "O", "Te", "O", "C", "C", "H", "H", "H", "H", "H", "H", "H", "H", "H", "H"], "xyz": [[-1.17, 0.97, 0.32], [1.27, -1.21, 0.66], [1.98, 0.01, 0.43], [2.97, 0.40, 1.40], [0.86, 1.20, 0.22], [1.29, 2.52, 0.18], [2.62, 2.94, 0.11], [2.93, 4.30, 0.15], [1.95, 5.25, 0.25], [0.60, 4.88, 0.27], [-0.46, 5.79, 0.36], [-1.75, 5.32, 0.38], [-1.99, 3.96, 0.25], [-1.02, 3.06, 0.14], [0.27, 3.50, 0.20], [2.80, -0.15, -1.15], [2.40, 0.54, -2.27], [3.09, 0.35, -3.46], [4.17, -0.52, -3.52], [4.56, -1.21, -2.38], [3.88, -1.03, -1.19], [3.41, 2.20, 0.09], [3.97, 4.61, 0.11], [2.20, 6.30, 0.33], [-0.26, 6.86, 0.41], [-2.59, 6.00, 0.47], [-3.01, 3.59, 0.21], [1.56, 1.22, -2.23], [2.79, 0.89, -4.35], [4.70, -0.66, -4.45], [5.40, -1.90, -2.42], [4.17, -1.54, -0.28], [-3.36, 1.02, 0.61], [-3.62, 1.38, 1.95], [-2.65, 1.01, 2.95], [-3.05, 0.89, 4.08], [-1.43, 0.92, 2.52], [-3.92, 1.60, 0.00], [-3.67, 0.03, 0.42], [-4.57, 1.20, 2.26], [-1.24, -4.45, 2.81], [-0.91, -3.26, 1.95], [-2.06, -2.95, 1.13], [-2.10, -2.29, -0.31], [-1.35, -0.98, -0.48], [-4.43, -2.21, -0.76], [-1.30, -3.25, -1.31], [-1.79, -4.54, -1.70], [-0.87, -5.62, -1.16], [-0.40, -4.66, 3.47], [-1.45, -5.33, 2.21], [-2.12, -4.24, 3.43], [-0.04, -3.45, 1.32], [-0.69, -2.38, 2.56], [-1.81, -4.56, -2.79], [-2.81, -4.68, -1.33], [0.15, -5.42, -1.47], [-1.18, -6.59, -1.53], [-0.90, -5.63, -0.07]], "mulliken_charge": [1.266, -0.348, 0.621, -0.628, 0.058, 0.212, -0.404, -1.122, -0.870, 1.028, -0.501, -0.948, 0.021, -0.099, 0.540, 0.538, -0.013, -0.740, -0.449, -0.612, -0.725, 0.520, 0.395, 0.403, 0.455, 0.389, 0.354, 0.292, 0.402, 0.392, 0.408, 0.432, -0.275, -0.195, 0.614, -0.658, -0.531, 0.294, -0.023, 0.262, -1.347, -0.006, 0.084, -0.541, -0.207, -0.303, -0.208, -0.273, -0.920, 0.388, 0.291, 0.333, 0.337, 0.300, 0.281, 0.298, 0.260, 0.406, 0.072], "spin_multiplicity": 6, "s2": 8.77, "max_force_ha_per_bohr": 0.068, "orbital_gap_ev": [6.02, 5.00], "e_above_lowest_ev": 1.532}

---

{"formula": "C2H11N3", "method": "ωB97M-V/def2-TZVPD", "elements": ["N", "C", "N", "H", "H", "H", "H", "H", "H", "C", "N", "H", "H", "H", "H", "H"], "xyz": [[2.09, -0.95, 2.46], [2.30, 0.40, 1.98], [1.05, 1.00, 1.50], [1.40, -1.05, 3.17], [2.83, -1.62, 2.34], [2.66, 1.04, 2.78], [2.96, 0.33, 1.12], [0.30, 0.35, 1.30], [0.70, 1.73, 2.10], [-2.31, -0.72, -2.76], [-2.70, 0.65, -2.46], [-2.67, -1.07, -3.73], [-2.76, -1.42, -2.05], [-1.25, -0.94, -2.73], [-2.49, 1.23, -3.27], [-2.09, 1.03, -1.75]], "mulliken_charge": [-0.483, -0.168, -0.560, 0.156, 0.163, 0.221, 0.247, 0.221, 0.203, -0.704, -0.558, 0.297, 0.260, 0.252, 0.231, 0.221], "spin_multiplicity": 1, "max_force_ha_per_bohr": 0.024, "orbital_gap_ev": 9.67, "e_above_lowest_ev": 0.635}

---

{"formula": "C25H58O6PS2", "method": "ωB97M-V/def2-TZVPD", "elements": ["C", "C", "C", "P", "S", "S", "C", "C", "O", "H", "H", "H", "H", "H", "H", "H", "H", "C", "C", "O", "C", "C", "H", "H", "H", "H", "H", "H", "H", "H", "H", "H", "C", "C", "O", "C", "C", "H", "H", "H", "H", "H", "H", "H", "H", "H", "H", "C", "C", "O", "C", "C", "H", "H", "H", "H", "H", "H", "H", "H", "H", "H", "C", "C", "O", "C", "C", "H", "H", "H", "H", "H", "H", "H", "H", "H", "H", "C", "C", "O", "C", "C", "H", "H", "H", "H", "H", "H", "H", "H", "H", "H"], "xyz": [[-0.10, -2.93, -0.29], [1.01, -3.30, -0.51], [2.36, -3.79, -0.68], [3.10, -4.10, 0.96], [2.66, -2.44, 2.11], [5.14, -4.30, 0.72], [2.44, -5.59, 1.72], [0.93, -5.54, 1.93], [0.48, -4.97, 2.88], [-1.03, -2.66, 0.15], [2.99, -3.05, -1.17], [2.37, -4.70, -1.27], [2.48, -3.04, 3.30], [5.59, -3.31, 1.50], [2.75, -6.46, 1.13], [2.92, -5.67, 2.70], [0.29, -6.05, 1.19], [9.09, -4.07, -4.71], [9.00, -3.49, -3.31], [7.69, -3.51, -2.76], [7.10, -4.79, -2.62], [7.87, -5.73, -1.70], [8.41, -3.55, -5.38], [10.11, -3.96, -5.09], [8.85, -5.13, -4.73], [9.28, -2.44, -3.33], [9.71, -3.99, -2.63], [6.93, -5.25, -3.60], [6.11, -4.60, -2.19], [8.85, -5.97, -2.10], [7.32, -6.66, -1.58], [8.01, -5.27, -0.72], [-3.82, -0.20, -3.30], [-4.11, -0.33, -1.81], [-2.96, -0.53, -1.02], [-1.97, 0.49, -1.07], [-2.47, 1.85, -0.62], [-3.29, -1.08, -3.66], [-4.76, -0.10, -3.85], [-3.22, 0.68, -3.52], [-4.74, -1.20, -1.64], [-4.67, 0.54, -1.45], [-1.54, 0.55, -2.07], [-1.18, 0.15, -0.40], [-3.25, 2.24, -1.28], [-1.64, 2.57, -0.62], [-2.88, 1.80, 0.39], [-4.86, 4.61, 2.02], [-4.12, 5.22, 0.83], [-4.66, 4.85, -0.42], [-6.01, 5.22, -0.66], [-6.27, 6.71, -0.59], [-4.88, 3.52, 1.93], [-4.36, 4.88, 2.95], [-5.89, 4.95, 2.08], [-3.09, 4.86, 0.83], [-4.08, 6.31, 0.93], [-6.68, 4.68, 0.03], [-6.24, 4.86, -1.66], [-6.08, 7.12, 0.41], [-7.31, 6.93, -0.84], [-5.63, 7.24, -1.29], [6.92, -7.43, 2.17], [6.81, -6.80, 3.55], [5.48, -6.78, 4.05], [4.86, -8.05, 4.23], [5.59, -8.96, 5.20], [6.25, -6.91, 1.48], [7.94, -7.35, 1.79], [6.64, -8.48, 2.17], [7.11, -5.76, 3.50], [7.48, -7.29, 4.25], [4.72, -8.55, 3.26], [3.87, -7.83, 4.62], [6.58, -9.23, 4.84], [5.03, -9.88, 5.34], [5.70, -8.47, 6.17], [-9.94, 11.42, 0.43], [-8.80, 10.42, 0.38], [-8.40, 10.06, -0.93], [-7.93, 11.12, -1.75], [-6.70, 11.82, -1.19], [-10.80, 11.05, -0.12], [-10.23, 11.60, 1.47], [-9.65, 12.38, 0.00], [-9.12, 9.48, 0.85], [-7.94, 10.77, 0.96], [-8.73, 11.83, -1.95], [-7.68, 10.65, -2.70], [-6.91, 12.33, -0.25], [-6.36, 12.58, -1.90], [-5.90, 11.11, -1.02]], "mulliken_charge": [0.054, -0.790, -0.500, 0.595, -0.198, -0.144, -0.506, -0.207, -0.395, 0.535, 0.378, 0.419, 0.247, 0.233, 0.525, 0.291, 0.401, -1.025, -0.326, -0.425, -0.128, -1.027, 0.292, 0.390, 0.268, 0.334, 0.294, 0.338, 0.051, 0.391, 0.365, 0.238, -1.064, -0.304, -0.418, -0.411, -0.990, 0.289, 0.400, 0.266, 0.343, 0.291, 0.311, 0.291, 0.278, 0.449, 0.267, -1.073, -0.393, -0.400, -0.511, -0.921, 0.263, 0.409, 0.281, 0.360, 0.354, 0.331, 0.355, 0.255, 0.397, 0.292, -0.850, -0.428, -0.401, -0.217, -1.272, 0.122, 0.399, 0.309, 0.326, 0.351, 0.308, 0.370, 0.280, 0.419, 0.316, -1.108, -0.290, -0.414, -0.332, -1.015, 0.305, 0.388, 0.271, 0.327, 0.319, 0.305, 0.343, 0.264, 0.393, 0.247], "spin_multiplicity": 1, "max_force_ha_per_bohr": 0.017, "orbital_gap_ev": 7.05, "charge": 1}

---

{"formula": "C4H5NO", "method": "ωB97M-V/def2-TZVPD", "elements": ["C", "C", "C", "N", "C", "O", "H", "H", "H", "H", "H"], "xyz": [[1.70, -0.05, -0.03], [0.21, 0.15, -0.07], [-0.73, 1.10, -0.05], [-1.99, 0.55, 0.02], [-1.79, -0.76, 0.03], [-0.47, -1.06, -0.02], [2.33, 0.72, -0.59], [2.13, -0.18, 1.20], [1.88, -1.17, -0.40], [-0.66, 2.13, 0.08], [-2.62, -1.44, -0.19]], "mulliken_charge": [-0.953, 0.715, -0.507, -0.509, 0.028, -0.317, 0.296, 0.206, 0.264, 0.423, 0.353], "spin_multiplicity": 1, "max_force_ha_per_bohr": 0.076, "orbital_gap_ev": 10.00, "e_above_lowest_ev": 1.502}

---

{"formula": "C5H8FN3O", "method": "ωB97M-V/def2-TZVPD", "elements": ["C", "C", "C", "C", "C", "N", "N", "N", "O", "F", "H", "H", "H", "H", "H", "H", "H", "H"], "xyz": [[1.34, 1.09, -0.29], [2.43, -0.77, 0.10], [-0.73, -0.60, -1.13], [-1.94, 0.93, 0.54], [-0.86, -0.14, 0.38], [2.42, 0.51, -0.50], [1.34, -0.81, 0.90], [0.44, 0.20, 0.87], [3.20, -1.66, -0.14], [0.93, 2.30, -0.45], [-0.72, 0.33, -1.71], [0.22, -1.18, -1.30], [-1.62, -1.25, -1.42], [-2.20, 1.23, 1.49], [-2.77, 0.66, 0.00], [-1.51, 1.83, -0.03], [-1.24, -1.14, 0.99], [1.28, -1.54, 1.72]], "mulliken_charge": [0.409, 0.312, -1.215, -1.445, 0.444, -0.500, -0.034, 0.019, -0.533, -0.219, 0.349, 0.318, 0.377, 0.388, 0.426, 0.274, 0.324, 0.306], "spin_multiplicity": 3, "s2": 2.02, "max_force_ha_per_bohr": 0.139, "orbital_gap_ev": [5.85, 7.70], "e_above_lowest_ev": 0.000}

---

no.,DFT total energy (a.u.)
1,-2624.6902
2,-247.0270
3,-2576.1060
4,-285.3594
5,-534.4769